Here is a 3-piece molecular cluster, C2H12NO2S2 overall from the OMol25 dataset. Energies are from ωB97M-V with the def2-TZVPD basis set.

Output
* largest force on an atom: 7.957 eV Å⁻¹
* total charge: +1
* relative energy (zero: lowest compared OMol25 entry of this formula, charge and spin): 248.0 kJ/mol
* frontier orbital gap: 8.6 eV
* calculated total energy: -1084.6854 Eh

Last column: Löwdin charge in e.
CARTESIAN COORDINATES (ANGSTROEM)
N 0.5058 -2.0081 -0.2117  0.136
C 1.1194 -0.9759 0.7245  -0.227
C 0.1053 -0.0521 1.3383  -0.549
S 0.4254 1.7657 1.3418  0.409
S -0.7463 2.9668 0.3064  0.311
H 1.0754 -2.1535 -0.9899  0.071
H -2.1198 -1.1261 -1.8060  0.044
H 0.1968 -2.8095 0.5132  0.239
H 1.7741 -0.4586 -0.0094  0.134
H 1.5113 -1.3440 1.6899  0.132
H -0.9990 -0.1467 0.9807  0.097
H 0.0773 -0.3997 2.4118  0.089
H -0.6880 2.9497 -1.0340  -0.185
H 1.9155 -3.7407 -2.4817  0.138
H 0.9338 -3.5027 -3.6830  -0.035
O 1.0355 -3.2838 -2.8353  -0.040
H -2.5947 -1.7462 -0.5563  0.101
H -0.4367 -1.5899 -0.6122  0.084
O -1.8356 -1.6446 -1.1259  0.049